Record 1
{
  "formula": "C31H27AlF51O6S",
  "method": "ωB97M-V/def2-TZVPD",
  "symbols": ["F", "C", "F", "F", "Al", "S", "H", "H", "H", "C", "C", "C", "F", "F", "F", "F", "O", "C", "C", "F", "F", "F", "F", "H", "H", "H", "H", "C", "C", "C", "F", "F", "F", "F", "O", "C", "C", "F", "F", "F", "F", "H", "H", "H", "H", "C", "C", "C", "F", "F", "F", "F", "O", "C", "C", "F", "F", "F", "F", "H", "H", "H", "H", "C", "C", "C", "F", "F", "F", "F", "O", "C", "C", "F", "F", "F", "F", "H", "H", "H", "H", "C", "C", "C", "F", "F", "F", "F", "O", "C", "C", "F", "F", "F", "F", "H", "H", "H", "H", "C", "C", "C", "F", "F", "F", "F", "O", "C", "C", "F", "F", "F", "F", "H", "H", "H", "H"],
  "positions_angstrom": [[5.74647, -5.05301, 1.68925], [5.47784, -4.23075, 0.59130], [5.68424, -5.06393, -0.52066], [6.42447, -3.20296, 0.58298], [3.49130, -3.60178, 0.60005], [2.27303, -5.48577, 0.00377], [3.35852, -2.46839, -0.50654], [3.03681, -3.05135, 2.02787], [3.14034, -6.54891, 0.13396], [7.42999, 1.06448, 3.70586], [6.08181, 0.94322, 2.95507], [6.02033, -0.03231, 1.77422], [6.86279, 0.29783, 0.78040], [4.78008, -0.02699, 1.23854], [5.67820, 2.18159, 2.58029], [5.17027, 0.51081, 3.87253], [8.29227, 2.17184, 3.38589], [9.19184, 2.07190, 2.31296], [8.88861, 3.08437, 1.20315], [7.65289, 2.92416, 0.70131], [9.75601, 2.92986, 0.17542], [9.24969, 0.81026, 1.87179], [10.41325, 2.34410, 2.82240], [7.16200, 1.24878, 4.74825], [7.97773, 0.12157, 3.72221], [6.24149, -1.05404, 2.09521], [8.97002, 4.10625, 1.58027], [-1.74209, 0.36317, 3.30946], [-2.88298, 0.42980, 2.26748], [-3.58185, -0.88656, 1.91137], [-2.75729, -1.78732, 1.36396], [-4.55675, -0.65525, 0.99301], [-2.41757, 1.04269, 1.15285], [-3.83549, 1.25745, 2.78700], [-0.39436, 0.33860, 2.81975], [0.20054, -0.88422, 2.45261], [0.55327, -0.93367, 0.96187], [-0.53949, -0.76653, 0.18307], [1.08436, -2.12481, 0.64346], [-0.56858, -1.90953, 2.84832], [1.33298, -0.97279, 3.17013], [-1.79361, 1.30381, 3.85886], [-1.91390, -0.40652, 4.06264], [-4.04981, -1.33164, 2.79346], [1.27233, -0.15182, 0.70672], [-0.65963, 1.34935, -4.42907], [-1.84184, 1.75703, -5.34305], [-2.07384, 3.25521, -5.57031], [-2.36127, 3.92167, -4.44120], [-3.13593, 3.43872, -6.39838], [-2.96885, 1.16348, -4.89228], [-1.58905, 1.21050, -6.56710], [-0.94328, 1.01129, -3.06414], [-1.01330, 2.02503, -2.09566], [-2.40972, 2.13889, -1.47788], [-3.34961, 2.40586, -2.41297], [-2.45217, 3.15046, -0.58181], [-0.56670, 3.18568, -2.60656], [-0.13911, 1.68440, -1.13125], [-0.28337, 0.41356, -4.84706], [0.17824, 2.04419, -4.50450], [-1.20110, 3.71944, -6.03691], [-2.68839, 1.21442, -0.97327], [1.07662, 3.39489, 5.94986], [2.16519, 3.87531, 6.93962], [3.32718, 2.91765, 7.22678], [2.93138, 1.76715, 7.79211], [4.19239, 3.49267, 8.10051], [1.56950, 4.26458, 8.08999], [2.70957, 5.00114, 6.39564], [-0.14577, 2.85983, 6.48733], [-0.21613, 1.50142, 6.83192], [-0.45993, 1.28503, 8.32919], [0.51208, 1.83364, 9.07947], [-0.48215, -0.03651, 8.61551], [0.86354, 0.85758, 6.37548], [-1.26389, 0.99856, 6.14355], [0.74799, 4.29479, 5.42628], [1.48532, 2.75227, 5.16837], [3.87845, 2.68600, 6.31145], [-1.41164, 1.72624, 8.63341], [1.14839, -8.39957, -5.13768], [-0.03857, -8.14329, -6.09815], [-0.46902, -6.68818, -6.31540], [-0.89481, -6.09322, -5.19420], [-1.50858, -6.64087, -7.18932], [-1.08913, -8.89921, -5.70732], [0.34250, -8.62631, -7.31836], [0.86116, -8.80112, -3.79113], [0.61212, -7.81999, -2.81163], [-0.80785, -7.90622, -2.24140], [-1.74457, -7.75938, -3.20173], [-1.01385, -6.92667, -1.33857], [0.91368, -6.60909, -3.29325], [1.48905, -8.05548, -1.82333], [1.66932, -9.26506, -5.55253], [1.88260, -7.59289, -5.16596], [0.34933, -6.09721, -6.73526], [-0.97051, -8.87076, -1.75550], [-6.72040, 5.14391, -3.76759], [-6.80364, 4.63824, -2.30675], [-6.65244, 3.13111, -2.07569], [-7.61626, 2.41070, -2.67453], [-6.73941, 2.85402, -0.75070], [-7.94963, 5.09739, -1.75171], [-5.78652, 5.24386, -1.63177], [-7.94893, 5.41282, -4.46682], [-8.61573, 4.37360, -5.13437], [-10.00139, 4.09602, -4.54184], [-9.93261, 3.75491, -3.24337], [-10.59250, 3.06572, -5.19048], [-7.83973, 3.28362, -5.18905], [-8.76787, 4.78597, -6.41063], [-6.24759, 6.12590, -3.70403], [-6.03750, 4.54531, -4.37230], [-5.68093, 2.77703, -2.42822], [-10.64105, 4.97723, -4.62631]],
  "lowdin_charge": [-0.02, -0.58, -0.03, -0.02, 0.06, 0.26, -0.09, -0.09, -0.23, -0.03, -0.43, -0.31, 0.10, 0.09, 0.12, 0.10, 0.03, -0.53, -0.29, 0.11, 0.10, 0.16, 0.14, 0.14, 0.14, 0.17, 0.17, -0.05, -0.42, -0.31, 0.11, 0.09, 0.11, 0.11, 0.03, -0.52, -0.29, 0.09, 0.02, 0.15, 0.14, 0.13, 0.14, 0.17, 0.18, -0.04, -0.44, -0.31, 0.09, 0.08, 0.13, 0.10, 0.04, -0.51, -0.28, 0.08, 0.10, 0.14, 0.15, 0.15, 0.14, 0.17, 0.16, -0.03, -0.43, -0.30, 0.10, 0.09, 0.13, 0.10, 0.03, -0.52, -0.29, 0.10, 0.10, 0.16, 0.13, 0.15, 0.15, 0.17, 0.17, -0.04, -0.43, -0.31, 0.11, 0.08, 0.13, 0.09, 0.03, -0.53, -0.29, 0.09, 0.10, 0.14, 0.12, 0.14, 0.14, 0.17, 0.17, -0.03, -0.43, -0.30, 0.10, 0.09, 0.12, 0.11, 0.03, -0.53, -0.29, 0.10, 0.10, 0.15, 0.14, 0.15, 0.14, 0.16, 0.17],
  "total_charge": -1,
  "multiplicity": 1,
  "homo_ev": -4.9,
  "lumo_energy_ev": 1.85,
  "orbital_gap_ev": 6.789,
  "e_tot_ev": -200896.57846
}

=====

Record 2
{
  "formula": "C5H13NO",
  "method": "ωB97M-V/def2-TZVPD",
  "symbols": ["C", "C", "C", "C", "N", "C", "O", "H", "H", "H", "H", "H", "H", "H", "H", "H", "H", "H", "H", "H"],
  "positions_angstrom": [[2.16658, -0.04406, 0.72092], [1.41189, 0.95788, -0.17119], [-0.03482, 1.13951, 0.22066], [-0.96811, 0.03567, -0.42630], [-2.30192, 0.61516, -0.48099], [-1.07621, -1.27985, 0.30369], [-0.27982, -2.28312, -0.32957], [3.20300, 0.20443, 0.61036], [1.93482, -1.07575, 0.39209], [1.98301, 0.03228, 1.79300], [1.55871, 0.70882, -1.24492], [2.00382, 1.91049, -0.19485], [-0.29535, 2.17349, -0.02647], [-0.10369, 1.07222, 1.30556], [-0.41136, -0.13513, -1.35160], [-2.50838, 1.46759, -0.97889], [-2.88454, -0.08045, -0.96642], [-2.02120, -1.68642, 0.62381], [-0.69596, -1.31514, 1.39530], [-0.68045, -2.41763, -1.19420]],
  "lowdin_charge": [-0.11, -0.28, -0.18, -0.38, 0.03, -0.23, -0.08, 0.05, 0.07, 0.07, 0.11, 0.11, 0.11, 0.11, 0.13, 0.07, 0.08, 0.11, 0.15, 0.08],
  "total_charge": 0,
  "smiles": "CCC[C@H](N)CO",
  "multiplicity": 1,
  "homo_ev": -9.4,
  "lumo_energy_ev": 0.92,
  "orbital_gap_ev": 10.353,
  "e_tot_ev": -8932.22009
}

=====

Record 3
{
  "formula": "C2H7NO7P2",
  "method": "ωB97M-V/def2-TZVPD",
  "symbols": ["O", "P", "O", "C", "O", "O", "P", "O", "H", "H", "H", "H", "C", "N", "O", "O", "H", "H", "H"],
  "positions_angstrom": [[-0.05460, -2.83769, 1.56683], [0.55976, -2.05403, 0.38497], [0.07268, -0.41274, 0.52119], [-1.12891, -0.14593, -0.19175], [-1.03264, 0.36191, -1.34053], [-2.44546, -0.35554, 0.30854], [-2.97993, -1.97651, 0.12847], [-4.21486, -2.12676, -0.79261], [0.08998, -2.70466, -0.81191], [2.00157, -2.17820, 0.46832], [-3.35310, -2.46481, 1.43534], [-1.98409, -2.87005, -0.38204], [1.54791, 3.12078, -0.44388], [2.73440, 2.44753, 0.14651], [3.71797, 3.13388, 0.36501], [2.63439, 1.25180, 0.36941], [1.77805, 4.17489, -0.58721], [1.33706, 2.63835, -1.39772], [0.71983, 2.99777, 0.25307]],
  "lowdin_charge": [-0.46, 0.75, -0.18, -0.54, 0.10, -0.16, 0.76, -0.44, 0.04, 0.06, 0.05, 0.02, 0.04, -0.44, 0.07, 0.04, 0.10, 0.10, 0.10],
  "total_charge": 0,
  "smiles": "O=[PH2]OC(=O)O[PH2]=O.C[N+](=O)[O-]",
  "multiplicity": 1,
  "homo_ev": -10.8,
  "lumo_energy_ev": -0.56,
  "orbital_gap_ev": 10.252,
  "e_tot_ev": -36584.04584
}

=====

Record 4
{
  "formula": "C7H12N2S",
  "method": "ωB97M-V/def2-TZVPD",
  "symbols": ["C", "C", "C", "C", "C", "C", "C", "N", "N", "S", "H", "H", "H", "H", "H", "H", "H", "H", "H", "H", "H", "H"],
  "positions_angstrom": [[0.67071, 1.36104, -0.05328], [-0.63367, 1.28906, -0.64467], [0.95726, -1.00564, 0.29574], [1.39042, 0.33848, 0.45758], [-1.70314, 0.62542, -0.16975], [2.88247, 0.47381, 0.87704], [-3.00999, 0.56238, -0.87766], [-0.27114, -1.30371, 0.11672], [-0.50801, -2.58496, 0.00111], [-1.72530, 0.30592, 1.65211], [1.21794, 2.40942, -0.12142], [-0.93207, 1.83148, -1.56946], [1.80180, -1.67620, 0.43960], [3.50240, -0.33816, 0.31861], [2.89902, 0.41432, 1.86849], [3.21000, 1.40498, 0.64013], [-3.94967, 0.74415, -0.25760], [-3.10145, -0.33724, -1.34000], [-3.12701, 1.29711, -1.56944], [0.26246, -3.16008, 0.08541], [-1.24001, -2.82037, -0.68537], [-0.79043, 1.21738, 1.95634]],
  "lowdin_charge": [-0.16, -0.16, -0.16, -0.33, -0.59, -0.04, -0.12, -0.18, 0.01, 0.97, 0.13, 0.12, 0.11, 0.12, 0.02, 0.03, 0.10, 0.03, 0.04, 0.05, 0.11, -0.10],
  "total_charge": 0,
  "multiplicity": 3,
  "s_squared": 2.016,
  "homo_ev": [-4.6, -6.8],
  "lumo_energy_ev": [0.73, -3.00],
  "orbital_gap_ev": [5.314, 3.780],
  "e_tot_ev": -21261.01013
}

=====

Record 5
{
  "formula": "CH5N2S",
  "method": "ωB97M-V/def2-TZVPD",
  "symbols": ["S", "H", "N", "C", "N", "H", "H", "H", "H"],
  "positions_angstrom": [[2.23499, -1.30676, 1.31987], [2.67911, -1.38013, 2.56823], [0.34356, 0.40827, -0.52334], [-0.98216, 0.19648, -0.66061], [-1.84732, 1.14326, -0.84634], [0.98084, -0.33355, -0.12487], [0.65670, 1.33424, -0.48835], [-1.24507, -0.83735, -0.42075], [-2.82064, 0.77553, -0.82383]],
  "lowdin_charge": [-0.19, -0.47, 0.04, -0.43, -0.02, -0.11, 0.06, 0.11, 0.01],
  "total_charge": -1,
  "multiplicity": 1,
  "homo_ev": -3.0,
  "lumo_energy_ev": 4.22,
  "orbital_gap_ev": 7.268,
  "e_tot_ev": -14934.59547
}